1.
The following is a quantum chemistry calculation of a cluster of 2 separate species, C10H16O in total, from the OMol25 dataset.

Properties
relative energy (zero: lowest compared OMol25 entry of this formula, charge and spin)	46.28	kcal/mol
gap between HOMO and LUMO	9.15	eV
E_HOMO	-8.34	eV
SMILES	CCc1ccc(O)cc1.CC
M	152.24	g mol⁻¹
LUMO energy	0.814	eV

Geometry as ORCA input:
```
! RIJCOSX wB97M-V def2-TZVPD def2/J DEFGRID3
* xyz 0 1
C -2.857 0.643 1.195
C -3.039 -0.592 0.319
C -1.642 -1.140 0.007
C -0.675 -0.401 -0.607
C 0.523 -0.971 -1.030
C 0.697 -2.327 -0.960
O 1.925 -2.770 -1.395
C -0.267 -3.182 -0.362
C -1.403 -2.530 0.146
H -3.884 0.932 1.475
H -2.554 1.431 0.508
H -2.210 0.567 2.024
H -3.745 -1.270 0.865
H -3.490 -0.274 -0.584
H -0.850 0.637 -0.831
H 1.115 -0.242 -1.550
H 2.476 -2.131 -1.878
H 0.158 -4.233 -0.170
H -1.962 -3.054 0.938
C 2.591 1.865 0.207
C 2.762 3.374 0.271
H 1.552 1.570 0.544
H 2.813 1.491 -0.794
H 3.363 1.251 0.709
H 3.643 3.692 -0.308
H 3.070 3.671 1.271
H 1.888 3.994 -0.008
*
```

***

2.
The following is a quantum chemistry calculation of a cluster of 2 separate species, C10H16O in total, from the OMol25 dataset.

Properties
relative energy (zero: lowest compared OMol25 entry of this formula, charge and spin)	40.19	kcal/mol
gap between HOMO and LUMO	9.10	eV
E_HOMO	-8.26	eV
SMILES	Cc1ccc(O)cc1.CCC
M	152.24	g mol⁻¹
LUMO energy	0.842	eV

Geometry as ORCA input:
```
! RIJCOSX wB97M-V def2-TZVPD def2/J DEFGRID3
* xyz 0 1
C -2.132 -2.206 -0.957
C -0.755 -1.786 -1.275
C -0.399 -1.433 -2.591
C 0.787 -0.832 -2.894
C 1.593 -0.411 -1.790
O 2.852 0.049 -2.097
C 1.291 -0.664 -0.451
C 0.104 -1.389 -0.260
H -2.574 -1.401 -0.330
H -2.438 -3.187 -0.568
H -2.757 -2.243 -1.896
H -0.972 -1.835 -3.443
H 1.178 -0.714 -3.890
H 3.297 0.230 -1.259
H 1.769 -0.321 0.465
H -0.279 -1.687 0.766
C 1.198 1.554 2.330
C -0.305 1.296 2.092
C -1.115 2.485 1.589
H 1.682 1.983 1.487
H 1.647 0.628 2.665
H 1.430 2.130 3.253
H -0.339 0.433 1.422
H -0.869 1.024 3.034
H -0.758 2.895 0.644
H -2.161 2.212 1.497
H -0.974 3.189 2.456
*
```

***

3.
The following is a quantum chemistry calculation of a cluster of 2 separate species, C10H16O in total, from the OMol25 dataset.

Properties
relative energy (zero: lowest compared OMol25 entry of this formula, charge and spin)	86.06	kcal/mol
gap between HOMO and LUMO (alpha / beta)	9.68 / 6.10	eV
E_HOMO (alpha / beta)	-13.47 / -13.48	eV
M	152.24	g mol⁻¹
LUMO energy (alpha / beta)	-3.796 / -7.379	eV

Geometry as ORCA input:
```
! RIJCOSX wB97M-V def2-TZVPD def2/J DEFGRID3
* xyz 1 2
C -2.259 -1.811 -0.477
C -3.485 -0.907 -0.215
H -2.417 -2.724 0.061
H -2.059 -1.696 -1.475
H -1.400 -1.378 -0.059
H -3.726 -0.497 0.961
H -4.411 -1.374 -0.119
H -3.781 -0.278 -0.958
C 1.593 -0.512 1.842
C 2.010 0.686 2.601
C 1.230 -0.008 0.473
C 0.333 1.127 0.368
C 1.693 -0.642 -0.657
C 0.042 1.588 -0.897
C 1.699 -0.026 -1.940
C 0.908 1.148 -1.981
O 1.015 1.772 -3.170
H 2.393 -1.400 1.743
H 0.668 -1.005 2.207
H 1.051 1.183 2.982
H -0.106 1.678 1.238
H 1.879 -1.619 -0.579
H -0.693 2.383 -1.095
H 2.266 -0.498 -2.872
H 0.570 2.631 -3.235
H 2.284 1.647 1.763
H 2.702 0.529 3.490
*
```

***

4.
The following is a quantum chemistry calculation of a cluster of 2 separate species, C10H16OP in total, from the OMol25 dataset.

Properties
relative energy (zero: lowest compared OMol25 entry of this formula, charge and spin)	101.65	kcal/mol
gap between HOMO and LUMO (alpha / beta)	5.53 / 8.91	eV
E_HOMO (alpha / beta)	-11.76 / -12.52	eV
M	183.21	g mol⁻¹
LUMO energy (alpha / beta)	-6.227 / -3.617	eV

Geometry as ORCA input:
```
! RIJCOSX wB97M-V def2-TZVPD def2/J DEFGRID3
* xyz 1 1
C -3.253 0.733 -0.500
C -2.324 1.501 -1.198
C -2.824 -0.429 0.162
C -1.041 1.067 -1.269
C -1.529 -0.881 0.065
C -0.549 -0.061 -0.701
C 2.511 0.354 -1.501
C 1.374 -2.396 -1.249
C 0.344 1.002 2.180
C 0.733 -0.248 2.842
O 1.263 1.418 1.258
P 1.218 -0.615 -0.585
H -4.335 1.048 -0.444
H -2.709 2.405 -1.814
H -3.570 -1.025 0.746
H -0.374 1.794 -1.804
H -1.003 -1.683 0.709
H 2.446 0.190 -2.672
H 3.543 0.043 -1.393
H 2.448 1.347 -1.132
H 0.911 -2.333 -2.164
H 0.764 -3.061 -0.621
H 2.406 -2.527 -1.183
H 0.211 1.912 2.865
H -0.608 0.739 1.771
H 1.488 -0.840 2.366
H 0.228 -0.686 3.670
H 2.233 1.231 1.596
*
```

***

5.
The following is a quantum chemistry calculation of a cluster of 2 separate species, C10H16OS in total, from the OMol25 dataset.

Properties
relative energy (zero: lowest compared OMol25 entry of this formula, charge and spin)	27.89	kcal/mol
gap between HOMO and LUMO	9.34	eV
E_HOMO	-8.54	eV
SMILES	CCc1ccc(O)cc1.CSC
M	184.30	g mol⁻¹
LUMO energy	0.798	eV

Geometry as ORCA input:
```
! RIJCOSX wB97M-V def2-TZVPD def2/J DEFGRID3
* xyz 0 1
C 2.841 0.482 0.098
C 1.492 -0.131 -0.220
C 0.371 0.842 -0.509
C 0.501 2.225 -0.194
C -0.437 3.108 -0.693
C -1.613 2.688 -1.285
O -2.561 3.627 -1.663
C -1.828 1.365 -1.538
C -0.829 0.462 -1.058
H 2.865 1.084 0.988
H 2.994 1.197 -0.709
H 3.618 -0.272 0.016
H 1.590 -0.758 -1.140
H 1.081 -0.811 0.542
H 1.453 2.574 0.198
H -0.354 4.114 -0.283
H -2.886 3.329 -2.515
H -2.519 1.028 -2.316
H -1.013 -0.628 -1.017
C 0.709 -3.552 1.149
S -0.598 -3.401 2.398
C -1.785 -2.111 1.904
H 1.311 -4.441 1.288
H 0.319 -3.650 0.120
H 1.424 -2.725 1.131
H -1.512 -1.090 2.181
H -2.733 -2.412 2.323
H -1.901 -2.144 0.805
*
```

***

6.
The following is a quantum chemistry calculation of an isolated molecule of C10H16Se, from the OMol25 dataset.

Properties
relative energy (zero: lowest compared OMol25 entry of this formula, charge and spin)	20.88	kcal/mol
gap between HOMO and LUMO	9.20	eV
E_HOMO	-8.52	eV
SMILES	[SeH][C@H]1[C@@H]2C[C@H]3C[C@@H](C2)C[C@@H]1C3
M	215.20	g mol⁻¹
LUMO energy	0.675	eV

Geometry as ORCA input:
```
! RIJCOSX wB97M-V def2-TZVPD def2/J DEFGRID3
* xyz 0 1
Se 3.176 0.031 -0.065
C 1.394 0.144 0.703
C 0.711 -1.146 0.364
C -0.610 -1.161 1.232
C -1.516 -0.038 0.779
C -1.791 -0.250 -0.728
C -0.489 -0.229 -1.536
C 0.399 -1.419 -1.116
C 0.328 1.049 -1.313
C 0.562 1.275 0.199
C -0.759 1.356 0.921
H 3.950 1.081 0.856
H 1.669 0.156 1.898
H 1.293 -1.933 0.659
H -0.415 -1.111 2.337
H -1.239 -2.001 1.195
H -2.308 -0.178 1.502
H -2.297 0.585 -1.254
H -2.236 -1.141 -0.780
H -0.869 -0.407 -2.503
H -0.030 -2.325 -1.119
H 1.273 -1.389 -1.641
H 1.243 1.079 -1.741
H -0.311 1.928 -1.822
H 0.899 2.335 0.394
H -1.227 2.244 0.535
H -0.798 1.463 2.042
*
```

***

7.
The following is a quantum chemistry calculation of a structure of composition C10H17BaF2N2O8S, from the OMol25 dataset.

Properties
gap between HOMO and LUMO (alpha / beta)	5.43 / 5.42	eV
E_HOMO (alpha / beta)	-1.28 / -1.26	eV
M	500.64	g mol⁻¹
LUMO energy (alpha / beta)	4.156 / 4.153	eV

Geometry as ORCA input:
```
! RIJCOSX wB97M-V def2-TZVPD def2/J DEFGRID3
* xyz -2 2
Ba -0.878 0.667 0.764
N -3.627 1.623 2.369
O -3.203 0.489 2.355
O -4.353 2.001 3.225
O -3.176 2.409 1.593
F -0.076 1.193 3.367
F 0.607 3.012 0.723
O 3.654 -0.506 3.677
C 3.643 -1.333 2.495
C 2.663 -1.337 1.210
O 1.877 -0.175 0.865
H 3.715 -2.361 2.851
H 4.618 -1.063 2.088
H 2.012 -2.199 1.353
H 3.237 -1.603 0.322
O -0.459 0.919 -1.765
S 0.574 1.117 -2.731
O 0.612 0.308 -3.970
O 0.384 2.635 -3.456
C 0.001 3.794 -2.659
C -1.476 4.123 -3.082
C 2.298 1.419 -2.011
H 0.572 4.716 -2.771
H -0.022 3.679 -1.576
H -1.815 5.022 -2.567
H -2.133 3.301 -2.801
H -1.682 4.372 -4.124
H 2.901 1.715 -2.870
H 2.737 0.502 -1.619
H 2.150 2.234 -1.303
N -1.443 -2.036 0.894
C -0.639 -2.749 0.049
C -0.667 -4.241 -0.036
C -1.441 -4.892 0.888
C -2.203 -4.176 1.838
C -2.096 -2.798 1.793
H -0.025 -2.138 -0.596
H -0.049 -4.681 -0.805
H -1.482 -5.971 0.870
H -2.631 -4.750 2.646
H -2.681 -2.238 2.507
*
```

***

8.
The following is a quantum chemistry calculation of a structure of composition C10H17CdNO, from the OMol25 dataset.

Properties
relative energy (zero: lowest compared OMol25 entry of this formula, charge and spin)	0.00	kcal/mol
gap between HOMO and LUMO (alpha / beta)	3.80 / 4.60	eV
E_HOMO (alpha / beta)	1.89 / 1.06	eV
M	279.66	g mol⁻¹
LUMO energy (alpha / beta)	5.694 / 5.670	eV

Geometry as ORCA input:
```
! RIJCOSX wB97M-V def2-TZVPD def2/J DEFGRID3
* xyz -2 1
C -0.564 0.872 -2.720
C 0.848 0.991 -2.532
C 1.074 1.739 -1.339
C -0.199 2.080 -0.791
C -1.205 1.571 -1.660
Cd 0.502 -1.415 -0.352
N -3.634 -0.048 -0.852
C 0.439 -2.866 -1.707
C 1.762 -2.450 -1.987
H 2.045 2.028 -0.928
H 1.619 0.603 -3.199
H -0.375 2.656 0.119
H -2.280 1.706 -1.537
H -1.058 0.363 -3.550
H 1.992 -1.861 -2.875
H 0.264 -3.845 -1.228
H -4.149 -0.962 -0.813
H 2.634 -2.913 -1.516
H -0.305 -2.612 -2.473
C -1.247 0.269 2.912
C 0.147 0.442 2.333
C 1.254 0.555 3.366
O 0.440 -0.675 1.521
H -1.298 -0.706 3.412
H -1.995 0.321 2.111
H -1.498 1.039 3.651
H 0.161 1.372 1.736
H 1.380 -0.398 3.893
H 2.205 0.822 2.887
H 1.040 1.324 4.117
*
```

***

9.
The following is a quantum chemistry calculation of a cluster of 2 separate species, C10H17Cl in total, from the OMol25 dataset.

Properties
relative energy (zero: lowest compared OMol25 entry of this formula, charge and spin)	77.05	kcal/mol
gap between HOMO and LUMO (alpha / beta)	6.67 / 7.70	eV
E_HOMO (alpha / beta)	-6.00 / -6.86	eV
M	172.70	g mol⁻¹
LUMO energy (alpha / beta)	0.668 / 0.831	eV

Geometry as ORCA input:
```
! RIJCOSX wB97M-V def2-TZVPD def2/J DEFGRID3
* xyz 0 1
C -0.140 -0.134 -1.411
C 0.914 0.823 -1.487
C 0.538 1.971 -0.659
C -0.827 1.639 -0.042
C -1.143 0.257 -0.552
C 1.992 0.651 -2.408
C -2.420 -0.454 -0.275
C 0.354 -2.408 0.879
C 0.434 -0.366 2.536
C 0.781 -1.025 1.203
Cl 2.085 -0.409 0.405
H -0.025 -1.158 -1.941
H 1.265 2.173 0.139
H 0.511 2.870 -1.326
H -0.576 1.451 1.055
H -1.645 2.327 -0.187
H 2.279 -0.416 -2.644
H 2.887 1.252 -2.078
H 1.723 1.208 -3.264
H -2.453 -1.443 -0.832
H -3.286 0.179 -0.529
H -2.503 -0.779 0.837
H 0.572 -2.584 -0.163
H 0.781 -3.132 1.653
H -0.718 -2.493 0.714
H 0.862 0.561 2.584
H 0.812 -0.996 3.438
H -0.667 -0.310 2.676
*
```

***

10.
The following is a quantum chemistry calculation of a structure of composition C10H17Cl2FO2Tc, from the OMol25 dataset.

Properties
relative energy (zero: lowest compared OMol25 entry of this formula, charge and spin)	51.22	kcal/mol
gap between HOMO and LUMO (alpha / beta)	4.85 / 6.04	eV
E_HOMO (alpha / beta)	1.13 / -0.08	eV
M	357.15	g mol⁻¹
LUMO energy (alpha / beta)	5.971 / 5.957	eV

Geometry as ORCA input:
```
! RIJCOSX wB97M-V def2-TZVPD def2/J DEFGRID3
* xyz -2 4
C -0.299 0.245 -1.104
C -0.789 -0.999 -0.545
C 0.122 -1.404 0.496
C -1.937 -1.776 -1.074
C 1.217 -0.518 0.499
C 1.018 0.452 -0.521
C 1.999 1.442 -0.989
C -0.706 0.738 -2.453
C -0.078 -2.588 1.356
C 2.403 -0.606 1.376
Tc -1.168 1.095 0.747
Cl -2.846 -0.320 1.272
Cl -3.111 2.029 -0.227
O 0.370 2.159 1.628
H -2.323 -1.364 -2.004
H -2.751 -1.705 -0.344
H -1.726 -2.851 -1.124
H -1.125 -2.654 1.686
H 0.576 -2.532 2.229
H 0.160 -3.523 0.830
H 2.119 -0.970 2.375
H 2.896 0.368 1.468
H 3.156 -1.306 0.981
H 2.605 1.827 -0.160
H 1.497 2.287 -1.476
H 2.680 0.978 -1.723
H -1.776 0.611 -2.608
H -0.172 0.173 -3.222
H -0.457 1.790 -2.549
H 0.415 1.990 2.594
O -0.692 2.843 -0.368
H -0.192 3.398 0.256
F -1.085 0.695 2.696
*
```

***

11.
The following is a quantum chemistry calculation of a structure of composition C10H17Cl2NO5Tc, from the OMol25 dataset.

Properties
relative energy (zero: lowest compared OMol25 entry of this formula, charge and spin)	0.00	kcal/mol
gap between HOMO and LUMO (alpha / beta)	5.61 / 6.16	eV
E_HOMO (alpha / beta)	0.01 / -0.55	eV
M	400.15	g mol⁻¹
LUMO energy (alpha / beta)	5.620 / 5.614	eV

Geometry as ORCA input:
```
! RIJCOSX wB97M-V def2-TZVPD def2/J DEFGRID3
* xyz -2 4
C -0.706 0.512 -1.820
C -1.575 -0.630 -1.584
C -0.777 -1.797 -1.446
C -3.035 -0.620 -1.691
C 0.561 -1.445 -1.696
C 0.636 -0.031 -1.919
C 1.792 0.660 -2.536
C -1.148 1.753 -2.510
C -1.285 -3.160 -1.184
C 1.692 -2.382 -1.830
Tc -0.139 0.582 0.270
Cl -2.165 -1.504 1.225
Cl -2.059 1.691 0.555
O 1.701 -0.065 0.561
H -3.433 0.393 -1.748
H -3.464 -1.087 -0.793
H -3.339 -1.200 -2.572
H -2.067 -3.112 -0.398
H -0.484 -3.789 -0.787
H -1.696 -3.585 -2.109
H 1.613 -3.201 -1.110
H 2.651 -1.884 -1.659
H 1.688 -2.818 -2.837
H 2.733 0.241 -2.164
H 1.777 1.728 -2.314
H 1.792 0.540 -3.629
H -2.130 2.063 -2.155
H -1.215 1.571 -3.587
H -0.440 2.564 -2.353
H 1.812 -0.894 1.049
O 0.745 2.266 -0.052
H 1.566 2.373 0.471
O 1.020 1.766 2.687
N 0.518 0.703 3.087
O 0.693 0.198 4.196
O -0.294 0.035 2.236
*
```

***

12.
The following is a quantum chemistry calculation of a structure of composition C10H17FN2O4PSYb, from the OMol25 dataset.

Properties
gap between HOMO and LUMO	2.78	eV
E_HOMO	-9.89	eV
M	484.33	g mol⁻¹
LUMO energy	-7.108	eV

Geometry as ORCA input:
```
! RIJCOSX wB97M-V def2-TZVPD def2/J DEFGRID3
* xyz 1 1
O 1.997 -2.464 -0.213
C 0.720 -2.835 -0.042
O 0.019 -3.509 -1.147
C 0.058 -2.503 1.446
C -1.506 -2.012 1.376
C -1.681 -0.352 1.373
P -1.164 0.446 -0.310
C -0.531 2.046 0.503
C 0.863 2.538 -0.278
S 2.383 2.482 0.852
C 3.417 1.066 0.127
N 4.047 -0.134 0.800
N 4.685 -0.927 -0.173
C 4.472 -0.184 -1.493
O 3.693 1.064 -1.322
C -2.917 1.115 -0.633
C -3.184 1.247 -2.276
O -2.747 2.261 -3.030
F -4.010 0.176 -2.921
H -0.875 -3.058 -1.327
H 0.721 -1.787 2.102
H 0.054 -3.549 2.018
H -2.039 -2.527 0.464
H -2.012 -2.375 2.393
H -1.057 0.029 2.287
H -2.820 -0.168 1.645
H -0.796 0.918 -1.638
H 0.184 -0.101 -0.216
H -1.575 -0.802 -0.949
H -0.200 1.926 1.643
H -1.250 2.967 0.458
H 1.113 1.890 -1.222
H 0.710 3.648 -0.656
H 4.874 -0.577 -2.529
H -3.172 2.147 -0.147
H -3.760 0.360 -0.252
Yb 3.290 1.538 3.290
*
```

***

Calculated max |F|, 3.1, 2.8, 5.3, 4.2, 2.6, 5.3, 5.3, 4.2, 4.1, 5.3, 3.6, 9.4 eV/Å (same order as the records).